(1)
C38H55BHfN10O2S5 as an isolated structure, computed with ωB97M-V/def2-TZVPD.

Properties
* lowest unoccupied orbital energy: -5.40 eV
* maximum force: 1.2 eV Å⁻¹
* relative energy (zero: lowest compared OMol25 entry of this formula, charge and spin): 0.0 kcal/mol
* gap between HOMO and LUMO: 6.75 eV

Geometry as ORCA input:
```
! RIJCOSX wB97M-V def2-TZVPD def2/J DEFGRID3
* xyz 2 1
Hf 9.413 10.738 10.009
S 6.995 11.387 9.954
S 9.660 13.019 9.221
S 8.448 11.319 12.703
S 11.464 11.673 11.415
S 9.055 8.325 11.388
O 15.340 11.259 6.375
O 8.974 9.099 8.637
N 10.091 11.324 14.480
N 14.188 12.951 7.275
N 11.477 10.017 8.782
N 11.691 8.564 13.786
N 11.301 9.645 13.079
N 6.827 8.488 8.291
N 10.939 11.487 15.467
N 8.828 8.888 15.287
N 9.135 8.938 14.002
N 8.534 7.381 7.221
C 8.052 14.474 14.167
C 10.882 12.667 16.053
C 14.057 9.339 7.970
C 9.932 13.635 15.635
C 12.127 6.423 15.374
C 7.563 6.962 14.815
C 7.673 7.871 17.169
C 8.694 8.087 13.052
C 7.161 12.253 8.402
C 13.342 7.006 14.595
C 8.060 7.925 15.710
C 11.946 8.773 8.939
C 7.272 6.089 12.470
C 6.151 7.906 17.232
C 11.616 14.276 17.855
C 9.190 12.184 14.011
C 12.941 8.226 13.778
C 8.273 12.959 8.092
C 13.228 8.423 8.578
C 12.275 10.904 8.185
C 14.409 7.476 15.590
C 13.893 8.961 13.024
C 5.979 12.243 7.475
C 14.474 10.884 11.555
C 8.431 13.836 6.897
C 8.125 8.340 8.054
C 7.864 7.009 13.476
C 8.293 9.080 17.924
C 11.827 11.803 18.118
C 9.022 13.420 14.618
C 14.425 11.630 7.075
C 12.121 10.359 12.314
C 13.569 10.615 7.794
C 8.215 6.549 17.737
C 11.892 12.957 17.142
C 13.908 5.981 13.626
C 13.290 12.994 16.485
C 13.518 10.029 12.281
B 9.902 10.145 13.538
H 13.565 7.409 8.706
H 11.707 7.222 16.006
H 6.591 9.322 8.851
H 11.289 8.050 9.402
H 7.054 14.146 14.396
H 6.134 7.960 7.793
H 15.292 7.891 15.135
H 9.139 13.391 6.197
H 9.954 14.604 16.130
H 10.602 14.333 18.260
H 8.763 14.819 7.172
H 14.809 13.618 6.833
H 14.934 8.710 13.103
H 6.294 12.022 6.447
H 5.476 13.206 7.477
H 14.718 6.664 16.251
H 5.802 8.839 16.783
H 14.483 11.881 12.025
H 13.203 5.800 12.807
H 6.905 6.214 15.186
H 9.512 7.325 6.997
H 14.128 11.061 10.530
H 9.372 9.146 17.779
H 12.465 5.574 15.987
H 14.131 5.041 14.174
H 11.982 10.863 17.568
H 11.845 11.885 8.042
H 8.125 9.026 19.005
H 13.426 13.303 7.835
H 13.522 12.012 16.066
H 9.306 6.504 17.763
H 5.670 7.081 16.683
H 11.319 6.093 14.723
H 8.061 5.721 11.800
H 5.808 7.825 18.272
H 14.835 6.309 13.150
H 12.273 14.378 18.728
H 15.051 9.083 7.648
H 13.964 8.243 16.231
H 8.114 14.625 13.076
H 7.838 6.447 18.760
H 7.874 5.673 17.206
H 15.482 10.469 11.556
H 8.279 15.432 14.622
H 6.753 5.243 12.937
H 7.887 10.038 17.603
H 10.823 11.708 18.574
H 14.043 13.180 17.264
H 5.263 11.501 7.788
H 7.933 6.816 6.632
H 6.605 6.668 11.843
H 7.457 13.956 6.404
H 13.335 13.757 15.736
H 12.578 11.932 18.894
H 11.748 15.153 17.231
*
```

These are the Löwdin partial charges, in e, on atoms 1 to 99: number 1, Hf, carries 0.931; number 2, S, carries 0.528; number 3, S, carries 0.551; number 4, S, carries 0.885; number 5, S, carries 0.657; number 6, S, carries 0.728; number 7, O, carries 0.089; number 8, O, carries -0.264; number 9, N, carries 0.003; number 10, N, carries 0.186; number 11, N, carries -0.061; number 12, N, carries 0.202; number 13, N, carries 0.002; number 14, N, carries 0.211; number 15, N, carries 0.234; number 16, N, carries 0.209; number 17, N, carries -0.032; number 18, N, carries 0.217; number 19, C, carries 0.005; number 20, C, carries -0.167; number 21, C, carries 0.029; number 22, C, carries 0.116; number 23, C, carries -0.040; number 24, C, carries 0.084; number 25, C, carries -0.535; number 26, C, carries -0.558; number 27, C, carries -0.724; number 28, C, carries -0.542; number 29, C, carries -0.200; number 30, C, carries -0.132; number 31, C, carries -0.052; number 32, C, carries -0.033; number 33, C, carries -0.052; number 34, C, carries -0.453; number 35, C, carries -0.191; number 36, C, carries -0.723; number 37, C, carries -0.022; number 38, C, carries -0.111; number 39, C, carries -0.030; number 40, C, carries 0.085; number 41, C, carries -0.113; number 42, C, carries -0.036; number 43, C, carries -0.107; number 44, C, carries -0.593; number 45, C, carries -0.221; number 46, C, carries -0.045; number 47, C, carries -0.045; number 48, C, carries -0.179; number 49, C, carries -0.494; number 50, C, carries -0.556; number 51, C, carries -0.110; number 52, C, carries -0.025; number 53, C, carries -0.558; number 54, C, carries -0.038; number 55, C, carries -0.022; number 56, C, carries -0.229; number 57, B, carries -0.833; number 58, H, carries 0.118; number 59, H, carries 0.078; number 60, H, carries 0.034; number 61, H, carries 0.090; number 62, H, carries 0.095; number 63, H, carries 0.130; number 64, H, carries 0.076; number 65, H, carries 0.089; number 66, H, carries 0.126; number 67, H, carries 0.095; number 68, H, carries 0.075; number 69, H, carries 0.128; number 70, H, carries 0.130; number 71, H, carries 0.092; number 72, H, carries 0.093; number 73, H, carries 0.100; number 74, H, carries 0.097; number 75, H, carries 0.106; number 76, H, carries 0.093; number 77, H, carries 0.122; number 78, H, carries 0.124; number 79, H, carries 0.063; number 80, H, carries 0.070; number 81, H, carries 0.097; number 82, H, carries 0.108; number 83, H, carries 0.076; number 84, H, carries 0.067; number 85, H, carries 0.095; number 86, H, carries 0.098; number 87, H, carries 0.078; number 88, H, carries 0.090; number 89, H, carries 0.087; number 90, H, carries 0.075; number 91, H, carries 0.079; number 92, H, carries 0.103; number 93, H, carries 0.084; number 94, H, carries 0.103; number 95, H, carries 0.137; number 96, H, carries 0.091; number 97, H, carries 0.106; number 98, H, carries 0.099; number 99, H, carries 0.078



(2)
A 6-piece molecular cluster, C38H55ClF9N7O11 overall, computed with ωB97M-V/def2-TZVPD.

Properties
* lowest unoccupied orbital energy: -1.90 eV
* SMILES: [H]/N=C/CN1C(=O)c2c(Cl)c(CCCCOC(C)=O)c(CCOC=O)c(C(F)(F)C(F)(F)C(F)(F)C(F)(F)F)c2C1=O.CN(C)C=O.CN(C)C=O.CN(C)C=O.CN(C)C=O.CN(C)C=O
* maximum force: 9.3 eV Å⁻¹
* gap between HOMO and LUMO: 6.77 eV

Geometry as ORCA input:
```
! RIJCOSX wB97M-V def2-TZVPD def2/J DEFGRID3
* xyz 0 1
Cl -0.576 -2.548 3.431
F -1.354 4.433 0.866
F -3.772 2.174 -1.159
F -1.755 3.452 -1.878
F -3.644 4.028 1.356
F -2.724 5.720 -3.493
F -3.341 5.972 -0.826
F -5.100 5.778 -3.288
F -5.320 4.458 -1.019
F -4.101 3.659 -3.801
O -10.651 4.032 -0.764
O 1.215 1.715 -2.783
O -3.708 -1.514 5.006
O 0.641 -0.260 -4.194
O -4.994 2.439 3.472
O 5.738 -2.096 2.502
O -5.940 7.795 6.291
O 5.484 -6.781 1.161
O 5.621 -2.585 0.069
O 4.665 0.881 0.185
O 6.199 -7.756 -3.259
N 5.768 -8.771 -5.295
N 6.048 2.162 -1.158
N -9.267 5.314 -2.106
N -7.858 -0.922 2.573
N -6.732 5.981 5.090
N 7.431 -7.480 0.122
N -4.852 -0.021 3.205
C 6.247 -7.640 -6.062
C 0.002 -0.136 1.531
C -0.483 1.306 0.834
C 5.153 3.301 -1.147
C -0.986 -0.932 2.621
C 5.243 -2.856 1.343
C -2.912 3.387 -0.957
C 8.204 -7.441 1.346
C 0.391 1.132 -1.675
C -3.681 -0.717 3.932
C 1.440 -0.873 1.218
C 2.608 0.026 1.998
C -2.433 -0.252 2.977
C -2.478 3.443 0.658
C 0.532 1.976 -0.259
C -7.793 5.704 6.036
C 4.149 -4.090 1.604
C -1.941 2.017 1.245
C -8.028 5.406 -2.849
C 7.288 2.255 -1.900
C 3.558 -0.870 2.994
C -6.858 -0.760 1.619
C -6.598 5.134 3.923
C 8.085 -7.884 -1.105
C 6.098 -7.131 0.161
C 5.108 -0.765 2.457
C -5.883 7.041 5.328
C -10.162 6.452 -2.096
C -4.296 1.406 3.015
C -9.622 4.177 -1.410
C 5.274 -9.935 -6.001
C -2.853 1.186 2.313
C -5.244 -0.764 1.949
C -3.889 4.677 -1.379
C 5.694 1.026 -0.462
C -3.890 4.909 -3.036
C 1.589 0.504 -3.582
C 5.796 -8.706 -3.918
H 5.655 -6.757 -5.802
H 3.959 -4.113 2.766
H 7.388 -7.868 -1.947
H -7.522 5.186 3.340
H -7.435 6.232 -2.446
H 7.881 3.081 -1.497
H 8.475 -8.898 -0.980
H 1.666 1.879 0.101
H 3.541 -0.363 4.074
H 9.239 -7.742 1.159
H -7.157 -0.658 0.468
H -9.749 7.273 -2.688
H 5.781 -0.047 3.122
H 0.714 0.010 -1.600
H 1.527 -1.970 1.615
H 5.007 3.629 -0.114
H -10.309 6.780 -1.062
H 7.750 -8.118 2.076
H -0.726 1.119 -2.096
H -5.760 5.455 3.297
H -7.352 5.506 7.017
H -5.114 7.162 4.547
H -8.871 3.374 -1.485
H -4.689 -0.429 0.975
H 4.430 -9.636 -6.628
H 7.057 2.447 -2.952
H 6.076 -10.334 -6.629
H -11.129 6.149 -2.510
H -4.955 -1.908 2.125
H -8.442 6.582 6.111
H -8.744 -0.901 2.019
H 5.196 -0.341 1.348
H 2.060 0.838 2.667
H 1.753 -0.886 0.091
H 6.163 -7.836 -7.134
H 8.911 -7.196 -1.309
H 3.143 -3.749 1.069
H 7.293 -7.451 -5.803
H 3.168 -1.968 3.127
H 2.699 0.108 -3.684
H 0.363 3.109 -0.483
H 3.225 0.617 1.169
H 6.445 0.222 -0.536
H -7.452 4.480 -2.771
H -8.259 5.598 -3.900
H 4.187 2.998 -1.561
H 4.594 -5.083 1.173
H -6.427 4.105 4.251
H 4.946 -10.710 -5.303
H 5.566 4.122 -1.739
H -8.380 4.839 5.715
H 8.184 -6.424 1.748
H 7.864 1.329 -1.823
H 5.606 -7.195 -0.823
H 5.410 -9.619 -3.435
*
```

These are the Löwdin partial charges, in e, on atoms 1 to 99: number 1, Cl, carries 0.575; number 2, F, carries -0.008; number 3, F, carries 0.021; number 4, F, carries 0.039; number 5, F, carries 0.031; number 6, F, carries 0.046; number 7, F, carries 0.032; number 8, F, carries 0.009; number 9, F, carries 0.032; number 10, F, carries 0.056; number 11, O, carries 0.003; number 12, O, carries -0.142; number 13, O, carries 0.024; number 14, O, carries -0.057; number 15, O, carries 0.029; number 16, O, carries -0.128; number 17, O, carries -0.003; number 18, O, carries -0.028; number 19, O, carries -0.053; number 20, O, carries -0.060; number 21, O, carries -0.024; number 22, N, carries -0.204; number 23, N, carries -0.193; number 24, N, carries -0.206; number 25, N, carries 0.049; number 26, N, carries -0.207; number 27, N, carries -0.192; number 28, N, carries -0.049; number 29, C, carries -0.046; number 30, C, carries -0.035; number 31, C, carries 0.014; number 32, C, carries -0.039; number 33, C, carries -0.386; number 34, C, carries -0.263; number 35, C, carries -0.090; number 36, C, carries -0.052; number 37, C, carries -0.180; number 38, C, carries -0.204; number 39, C, carries -0.157; number 40, C, carries -0.183; number 41, C, carries -0.008; number 42, C, carries -0.157; number 43, C, carries -0.106; number 44, C, carries -0.052; number 45, C, carries -0.005; number 46, C, carries 0.063; number 47, C, carries -0.081; number 48, C, carries -0.057; number 49, C, carries -0.132; number 50, C, carries -0.156; number 51, C, carries -0.067; number 52, C, carries -0.065; number 53, C, carries -0.290; number 54, C, carries -0.174; number 55, C, carries -0.331; number 56, C, carries -0.051; number 57, C, carries -0.195; number 58, C, carries -0.328; number 59, C, carries -0.062; number 60, C, carries 0.046; number 61, C, carries -0.155; number 62, C, carries -0.073; number 63, C, carries -0.264; number 64, C, carries -0.132; number 65, C, carries -0.115; number 66, C, carries -0.286; number 67, H, carries 0.095; number 68, H, carries 0.092; number 69, H, carries 0.032; number 70, H, carries 0.091; number 71, H, carries 0.084; number 72, H, carries 0.092; number 73, H, carries 0.089; number 74, H, carries 0.128; number 75, H, carries 0.123; number 76, H, carries 0.086; number 77, H, carries 0.118; number 78, H, carries 0.087; number 79, H, carries 0.147; number 80, H, carries 0.112; number 81, H, carries 0.077; number 82, H, carries 0.097; number 83, H, carries 0.093; number 84, H, carries 0.091; number 85, H, carries 0.145; number 86, H, carries 0.080; number 87, H, carries 0.092; number 88, H, carries 0.127; number 89, H, carries 0.128; number 90, H, carries 0.123; number 91, H, carries 0.091; number 92, H, carries 0.091; number 93, H, carries 0.091; number 94, H, carries 0.093; number 95, H, carries 0.155; number 96, H, carries 0.091; number 97, H, carries 0.031; number 98, H, carries 0.084; number 99, H, carries 0.120



The records above yield E values of -115449.6719 -110207.0051 eV, respectively.